Entry 1:
Density functional theory data (ωB97M-V/def2-TZVPD) for a cluster of 14 separate species, C22H72N10O14 in total in a non-equilibrium geometry.

The relative energy (zero: lowest compared OMol25 entry of this formula, charge and spin) is 114.9 kcal/mol. The total energy comes out at -67543.863 eV.

Last column: Mulliken charge in e.
Element x y z (Å)
C (-3.37, 2.13, 2.58)  -0.09
C (-4.40, 1.79, 3.65)  -0.54
O (-5.07, 0.61, 3.17)  -0.60
H (-2.82, 3.05, 2.83)  0.39
H (-3.82, 2.33, 1.60)  0.26
H (-2.56, 1.39, 2.42)  -0.36
H (-5.09, 2.59, 3.64)  0.39
H (-3.95, 1.59, 4.61)  0.40
H (-4.95, 0.59, 2.21)  0.51
C (4.32, 1.52, -2.34)  -0.89
C (4.70, 0.28, -1.68)  0.15
O (3.69, -0.64, -2.01)  -0.38
H (3.41, 1.79, -1.83)  -0.08
H (4.16, 1.50, -3.39)  0.26
H (5.12, 2.22, -2.16)  0.44
H (4.83, 0.42, -0.62)  -0.09
H (5.65, -0.05, -2.06)  0.49
H (2.86, -0.24, -1.79)  -0.24
C (0.93, 3.21, -3.19)  -0.39
C (0.86, 4.43, -2.30)  -0.76
O (1.14, 3.87, -1.10)  -0.55
H (0.07, 2.63, -3.13)  0.18
H (1.79, 2.55, -3.10)  -0.38
H (1.04, 3.49, -4.22)  0.61
H (-0.14, 4.88, -2.25)  0.20
H (1.45, 5.33, -2.65)  0.31
H (2.10, 3.88, -1.00)  0.23
C (-2.75, -1.68, 4.75)  -1.26
C (-1.72, -0.69, 4.24)  -0.27
O (-1.45, -0.91, 2.87)  0.51
H (-3.03, -1.61, 5.81)  0.42
H (-2.41, -2.63, 4.48)  0.26
H (-3.74, -1.46, 4.29)  0.22
H (-0.80, -0.87, 4.75)  0.54
H (-2.05, 0.35, 4.34)  0.02
H (-2.26, -0.89, 2.35)  -0.41
C (-1.30, -2.29, -2.29)  0.17
C (-1.86, -2.96, -1.01)  0.06
O (-0.82, -3.03, -0.10)  -0.61
H (-1.48, -1.18, -2.24)  -0.26
H (-1.77, -2.59, -3.21)  0.77
H (-0.22, -2.39, -2.34)  -0.75
H (-2.36, -3.86, -1.31)  0.73
H (-2.57, -2.24, -0.70)  -0.32
H (-1.15, -3.54, 0.66)  -0.10
C (1.12, 3.88, 3.79)  -1.58
C (0.37, 3.31, 2.56)  0.34
O (0.16, 1.91, 2.84)  -0.28
H (1.91, 3.20, 4.08)  0.35
H (0.44, 4.03, 4.62)  0.37
H (1.61, 4.87, 3.54)  0.36
H (0.99, 3.35, 1.67)  -0.16
H (-0.55, 3.80, 2.22)  0.34
H (0.96, 1.47, 3.04)  0.21
C (2.18, -3.25, 0.16)  -0.08
C (3.50, -2.61, 0.69)  -0.03
O (4.12, -3.39, 1.70)  -0.60
H (1.51, -3.54, 1.00)  -0.11
H (2.42, -4.15, -0.42)  0.47
H (1.66, -2.57, -0.53)  -0.35
H (3.20, -1.61, 1.05)  -0.10
H (4.23, -2.44, -0.05)  0.37
H (5.06, -3.10, 1.70)  0.36
C (2.16, -3.40, -3.28)  -0.39
C (1.04, -3.99, -4.14)  -0.41
O (1.36, -5.02, -5.04)  -0.56
H (1.84, -2.54, -2.74)  -0.39
H (2.95, -3.03, -3.94)  0.38
H (2.71, -4.10, -2.68)  0.43
H (0.53, -3.22, -4.72)  0.30
H (0.27, -4.36, -3.45)  0.17
H (0.74, -4.93, -5.78)  0.37
C (-3.84, -0.22, 0.57)  -0.15
O (-3.60, -1.22, 1.49)  -0.73
N (-2.84, 0.31, -0.08)  0.86
N (-4.98, 0.24, 0.30)  -0.22
H (-1.90, -0.08, 0.10)  -0.88
H (-2.89, 1.08, -0.76)  0.20
H (-5.83, -0.33, 0.40)  0.34
H (-5.14, 1.19, -0.17)  0.27
C (3.43, 1.20, 1.70)  0.33
O (2.68, 0.63, 2.71)  -0.76
N (2.83, 1.73, 0.72)  0.62
N (4.71, 1.44, 1.79)  -0.32
H (1.80, 1.58, 0.60)  -0.76
H (3.17, 2.49, 0.11)  0.24
H (5.23, 0.77, 2.31)  0.31
H (5.30, 1.85, 1.07)  0.22
C (0.23, 0.41, -0.46)  0.61
O (0.99, 0.10, -1.62)  1.83
N (-0.23, -0.47, 0.32)  1.06
N (0.12, 1.62, 0.02)  1.36
H (-0.19, -1.49, 0.02)  -1.16
H (-0.38, -0.36, 1.37)  0.34
H (0.48, 2.41, -0.52)  0.36
H (-0.36, 1.83, 0.88)  -1.68
C (-2.40, 3.45, -1.10)  0.24
O (-1.89, 3.89, 0.09)  -0.63
N (-3.26, 4.04, -1.86)  -0.44
N (-2.05, 2.28, -1.54)  -0.31
H (-3.62, 4.95, -1.53)  0.37
H (-3.06, 3.99, -2.88)  0.23
H (-1.26, 1.87, -0.98)  -0.35
H (-2.16, 1.95, -2.50)  0.28
C (-1.93, -4.61, 2.27)  0.45
O (-2.03, -5.96, 2.25)  -0.80
N (-0.82, -3.98, 2.56)  -0.28
N (-2.85, -3.81, 1.84)  -0.08
H (0.04, -4.57, 2.70)  0.19
H (-0.71, -2.96, 2.60)  0.18
H (-3.68, -4.34, 1.39)  0.27
H (-2.91, -2.86, 1.78)  0.11
C (1.77, -0.19, -4.75)  -0.04
O (0.50, -0.50, -4.34)  -0.66
H (2.56, -0.85, -4.39)  -0.10
H (2.04, 0.82, -4.36)  -0.29
H (1.75, -0.11, -5.83)  0.48
H (0.50, -0.45, -3.40)  -0.09

Entry 2:
Density functional theory data (ωB97M-V/def2-TZVPD) for a structure of composition C16H18O14P2SeSm in a non-equilibrium geometry.

The relative energy (zero: lowest compared OMol25 entry of this formula, charge and spin) is 1.3 kcal/mol. The total energy comes out at -147385.902 eV. As for the total charge: -1. As for the spin multiplicity: 6.

Last column: Löwdin spin population.
Element x y z (Å)
Sm (-1.37, 0.31, -1.01)  5.06
O (0.60, -1.02, -0.84)  0.00
C (1.80, -0.58, -0.08)  0.00
C (1.30, 0.59, 0.87)  0.00
O (2.17, 1.15, 1.53)  0.00
O (0.01, 0.82, 0.85)  -0.01
C (2.79, -0.09, -1.07)  0.00
C (3.21, -1.02, -2.04)  0.00
C (3.84, -0.62, -3.20)  0.00
C (4.12, 0.71, -3.40)  0.00
C (3.83, 1.65, -2.39)  0.00
C (3.16, 1.26, -1.28)  0.00
C (2.29, -1.71, 0.82)  0.00
C (1.42, -2.72, 1.26)  0.00
C (1.87, -3.73, 2.11)  0.00
C (3.20, -3.76, 2.46)  0.00
C (4.00, -2.65, 2.23)  0.00
C (3.53, -1.62, 1.46)  0.00
H (0.86, -1.16, -1.78)  0.00
H (3.03, -2.11, -1.90)  0.00
H (4.17, -1.33, -3.97)  0.00
H (4.57, 1.06, -4.34)  0.00
H (4.07, 2.70, -2.54)  0.00
H (2.89, 2.02, -0.57)  0.00
H (0.37, -2.71, 0.97)  0.00
H (1.20, -4.49, 2.49)  0.00
H (3.67, -4.60, 2.95)  0.00
H (5.00, -2.59, 2.64)  0.00
H (4.14, -0.70, 1.33)  0.00
C (-4.63, 2.07, 2.34)  0.00
C (-4.51, 0.86, 1.42)  0.00
O (-5.73, 0.11, 1.38)  0.00
P (-3.22, -0.24, 2.03)  0.00
O (-3.94, -1.08, 3.15)  0.00
O (-2.23, 0.63, 2.94)  0.00
O (-2.52, -0.96, 0.91)  0.00
P (-4.33, 1.38, -0.48)  0.00
O (-3.23, 2.65, -0.65)  0.00
O (-5.74, 1.88, -0.54)  0.00
O (-3.81, 0.25, -1.37)  -0.01
H (-5.12, 1.83, 3.29)  0.00
H (-5.30, 2.80, 1.82)  0.00
H (-3.68, 2.60, 2.58)  0.00
H (-6.26, 0.59, 0.71)  0.00
H (-4.84, -1.37, 2.85)  0.00
H (-1.36, 0.80, 2.58)  0.00
H (-2.71, 2.86, -1.62)  0.00
O (-0.81, 0.23, -3.23)  -0.02
Se (-0.45, 1.92, -3.49)  0.00
O (-1.97, 2.69, -3.29)  0.00
O (0.45, 2.05, -1.94)  -0.01
O (0.23, 2.37, -4.94)  0.00

Entry 3:
Density functional theory data (ωB97M-V/def2-TZVPD) for a cluster of 2 separate species, CH3Cl3Si in total in a non-equilibrium geometry.

The relative energy (zero: lowest compared OMol25 entry of this formula, charge and spin) is 180.2 kcal/mol. The total energy comes out at -46527.681 eV.

Last column: Mulliken charge in e.
Element x y z (Å)
C (0.67, -0.42, 0.54)  -0.17
Si (-0.61, 0.68, -0.37)  0.59
Cl (1.19, 0.55, 1.98)  -0.12
Cl (2.23, -0.37, -0.51)  -0.15
Cl (-2.94, -1.61, -1.06)  -0.55
H (0.69, -1.53, 0.71)  0.39
H (-1.00, 1.65, 0.50)  -0.03
H (-0.23, 1.07, -1.79)  0.02